Here is a cluster of 2 separate species, C3H9ClN3 in total from the OMol25 dataset. Energies are from wB97M-V/def2-TZVPD.

```
16
Properties=species:S:1:pos:R:3:nbo_charge:R:1
C 0.6789 -0.1398 -0.7431 0.372
C 0.4053 -1.5805 -0.8268 -0.742
C -1.6685 0.6220 -0.5160 -0.437
N 1.8104 0.3522 -0.9820 -0.464
N -0.3075 0.6882 -0.0872 0.022
N -0.0305 1.6537 0.6207 -0.096
Cl 0.4631 -0.3740 2.8469 -0.336
H -0.3583 -1.9836 -1.6703 0.275
H 1.3860 -1.8490 -1.2435 0.288
H 0.3933 -2.1473 0.1267 0.282
H -2.1902 1.3702 -0.0499 0.259
H -1.6342 0.5927 -1.6014 0.256
H -2.1562 -0.3027 -0.3110 0.264
H 1.9466 1.2624 -0.5837 0.338
H 0.2519 0.0626 4.1660 0.348
H 1.0099 1.7730 0.8545 0.373
```

Summary:
**ΔE to the lowest compared entry with this formula, charge and spin**: 3.931 eV
**Calculated total energy**: -743.79119 Eh
**Kohn-Sham gap**: 9.29 eV
**LUMO**: -6.365 eV
**Net charge**: +1